Here is 19 unconnected molecules or ions with the total composition C76H144BO44S18 at a distorted geometry from the Open Molecules 2025 dataset. Energies are from ωB97M-V with the def2-TZVPD basis set.

The geometry in XYZ format:
```
283
Properties=species:S:1:pos:R:3:forces:R:3
O 2.661 -1.739 1.210 -0.999 0.307 -0.638
C 1.646 -1.487 0.585 2.337 -1.732 1.071
O 1.069 -0.325 0.503 0.132 0.745 -0.130
B 0.036 -0.412 -0.510 -1.073 -0.104 -0.794
O -0.158 -1.855 -0.726 -0.727 -0.394 -0.863
C 0.836 -2.544 -0.244 0.188 2.090 1.177
O 1.053 -3.703 -0.330 0.157 -1.287 -0.376
O 0.394 0.227 -1.819 -0.091 0.989 0.100
C -0.422 1.259 -2.043 0.108 0.609 -1.833
O -0.412 2.017 -3.008 0.291 -1.319 1.752
C -1.492 1.274 -0.937 -0.113 -1.693 1.168
O -1.198 0.213 -0.120 -0.533 1.645 -0.293
O -2.446 1.978 -0.811 0.388 0.146 -0.194
C 0.452 -6.823 0.024 -0.085 -0.686 1.357
C 1.198 -8.162 -0.077 -0.719 -0.918 0.892
C 0.929 -8.537 -1.483 2.828 0.254 -1.812
S -0.713 -8.265 -1.872 -0.101 0.452 0.578
O -1.328 -9.516 -1.620 -1.665 -1.467 1.003
O -0.913 -7.739 -3.182 -0.055 1.222 -0.722
C -0.969 -7.037 -0.514 0.415 -0.069 -0.811
H 0.981 -6.064 -0.548 -0.073 0.073 0.038
H 0.393 -6.533 1.077 0.099 0.380 -0.164
H 0.804 -8.982 0.552 -0.102 0.745 0.283
H 2.260 -8.120 0.160 -0.020 0.267 -0.146
H 1.147 -9.553 -1.812 0.082 0.052 0.167
H 1.547 -7.829 -2.054 -0.175 -0.264 -0.499
H -1.667 -7.446 0.224 0.166 -0.004 -0.293
H -1.308 -6.115 -0.976 -0.461 0.019 0.032
C -3.613 1.577 -6.365 0.006 -0.864 0.769
C -3.186 1.280 -4.907 0.635 0.552 0.251
C -3.968 2.227 -3.994 -0.849 0.474 -1.179
S -4.229 3.727 -5.033 -1.825 -2.317 0.621
O -3.486 4.790 -4.500 2.093 2.302 1.037
O -5.621 3.929 -5.287 -0.577 -0.218 -0.141
C -3.544 3.063 -6.496 -0.247 0.540 -1.423
H -4.647 1.255 -6.523 0.100 -0.090 -0.084
H -2.963 1.106 -7.106 -0.134 -0.154 0.155
H -2.113 1.523 -4.837 -0.194 -0.470 0.177
H -3.421 0.286 -4.534 0.421 -0.309 -0.364
H -3.568 2.506 -3.017 0.112 -0.185 -0.292
H -4.962 1.786 -3.930 -0.143 0.248 0.507
H -2.551 3.461 -6.644 0.380 0.056 -0.025
H -4.210 3.386 -7.302 0.329 0.320 0.076
C 0.060 1.190 3.869 -1.471 -0.702 -1.183
C -0.232 0.782 5.325 0.228 0.163 -0.847
C -0.297 2.107 6.005 0.539 -0.166 1.948
S -1.231 3.181 4.993 -0.495 1.380 -1.783
O -0.567 4.447 4.797 0.585 -0.205 0.257
O -2.595 3.244 5.413 -0.848 -0.529 0.504
C -1.076 2.235 3.472 1.023 -1.516 0.542
H -0.096 0.315 3.220 0.429 0.281 -0.026
H 1.068 1.580 3.700 -0.103 -0.026 0.252
H 0.519 0.088 5.734 -0.382 0.486 -0.072
H -1.239 0.364 5.430 0.236 -0.444 -0.335
H 0.685 2.550 6.107 0.277 0.160 0.124
H -0.772 2.009 6.982 0.007 0.470 0.017
H -0.839 2.857 2.607 -0.008 0.088 0.332
H -1.980 1.642 3.272 0.094 0.478 0.179
C -5.385 -4.342 -2.584 -0.204 0.540 0.345
C -4.960 -4.168 -1.094 -0.498 -0.473 -0.722
C -5.139 -2.695 -0.781 -0.208 -0.329 0.502
S -4.451 -1.860 -2.158 -0.615 -1.852 -0.392
O -3.080 -1.596 -1.952 2.180 0.438 0.128
O -5.342 -0.814 -2.481 -1.121 1.797 -0.867
C -4.642 -3.232 -3.353 0.444 -0.261 0.185
H -6.483 -4.215 -2.661 0.550 -0.222 -0.090
H -5.061 -5.319 -2.952 -0.363 0.077 -0.023
H -3.911 -4.458 -1.042 0.141 0.014 0.333
H -5.559 -4.832 -0.458 0.237 0.248 -0.024
H -4.659 -2.334 0.130 -0.079 -0.007 -0.030
H -6.186 -2.379 -0.818 0.026 -0.255 0.320
H -3.650 -3.637 -3.635 -0.346 0.594 0.167
H -5.135 -2.815 -4.230 -0.085 -0.169 0.064
C -0.335 8.053 -5.178 -0.074 0.951 0.371
C -0.826 9.460 -5.692 0.204 -0.908 0.788
C -1.943 9.143 -6.667 0.245 0.778 -0.866
S -2.552 7.549 -6.270 -0.964 -0.219 1.543
O -2.026 6.625 -7.210 0.798 -1.342 -1.670
O -3.953 7.577 -6.032 -0.897 0.234 -0.059
C -1.633 7.331 -4.787 0.529 0.498 -0.280
H 0.337 8.127 -4.332 0.149 0.144 0.130
H 0.224 7.609 -5.985 0.057 -0.575 -0.224
H -0.017 10.043 -6.138 -0.134 -0.049 0.084
H -1.275 10.011 -4.856 0.365 0.011 -0.051
H -1.590 9.025 -7.695 -0.040 0.265 0.045
H -2.759 9.853 -6.613 -0.148 0.030 -0.161
H -1.670 6.280 -4.472 0.251 0.364 -0.227
H -2.103 7.983 -4.061 -0.326 -0.162 0.528
C 5.000 -2.943 -1.268 -0.314 0.380 -0.479
C 4.842 -2.641 -2.779 0.533 -0.978 -0.546
C 5.186 -4.038 -3.433 -0.084 1.262 -0.644
S 4.506 -5.266 -2.378 -1.022 -1.075 -1.064
O 5.500 -6.233 -2.043 1.080 -0.682 0.476
O 3.275 -5.810 -2.953 0.428 0.818 0.610
C 4.202 -4.206 -1.017 -0.949 0.027 0.824
H 4.689 -2.144 -0.580 0.064 -0.147 -0.294
H 6.051 -3.171 -1.113 0.246 0.102 0.270
H 5.615 -1.969 -3.160 -0.213 0.261 0.247
H 3.862 -2.265 -3.112 0.241 -0.313 0.339
H 6.275 -4.159 -3.453 -0.247 -0.155 0.114
H 4.781 -4.198 -4.437 -0.002 0.209 0.229
H 4.473 -4.721 -0.087 -0.170 0.075 -0.305
H 3.115 -4.055 -1.064 0.306 0.238 0.353
C 4.650 -6.714 2.094 -1.178 -1.069 0.263
C 5.356 -7.080 3.434 0.820 -0.283 -1.277
C 4.323 -7.684 4.397 -0.109 1.057 1.213
S 2.728 -7.293 3.710 -0.106 -3.765 -2.431
O 1.772 -6.833 4.641 -0.869 1.309 1.575
O 2.320 -8.462 2.931 0.129 0.481 0.204
C 3.309 -6.137 2.570 1.182 1.552 0.224
H 4.448 -7.629 1.517 0.129 0.238 0.048
H 5.185 -6.028 1.455 0.349 0.212 0.173
H 5.840 -6.158 3.768 -0.205 -0.194 0.480
H 6.164 -7.789 3.192 -0.287 0.192 0.357
H 4.212 -7.105 5.326 0.753 -0.280 0.070
H 4.413 -8.750 4.666 -0.177 0.524 -0.493
H 3.587 -5.278 3.188 -0.230 0.347 -0.074
H 2.546 -5.813 1.882 -0.248 -0.174 -0.369
C -4.890 -2.355 6.193 1.482 -0.399 0.718
C -3.795 -1.228 6.143 0.168 -0.190 -0.408
C -3.657 -0.714 4.694 0.848 0.301 0.406
S -5.024 -1.370 3.858 -2.725 1.211 0.162
O -4.730 -1.606 2.480 0.361 -0.266 -1.232
O -6.233 -0.629 4.201 0.935 0.019 -0.357
C -5.131 -2.828 4.767 0.058 -0.792 0.379
H -5.773 -2.028 6.722 -0.375 0.036 -0.283
H -4.426 -3.170 6.778 -0.527 0.215 -0.193
H -2.875 -1.731 6.464 0.026 0.592 -0.136
H -3.991 -0.342 6.746 -0.175 -0.446 0.418
H -2.770 -1.090 4.176 -0.047 0.044 0.131
H -3.715 0.377 4.629 0.018 -0.158 -0.082
H -4.353 -3.440 4.311 0.218 -0.200 0.626
H -6.089 -3.318 4.638 -0.184 0.142 -0.241
C -0.884 -2.408 -4.963 -0.309 1.600 -1.595
C -0.438 -3.232 -3.836 0.009 -1.330 1.878
C 0.555 -4.244 -4.407 -0.733 -1.360 0.946
S 1.403 -3.439 -5.693 0.374 0.066 -1.781
O 1.271 -4.117 -6.971 -0.316 0.112 0.694
O 2.736 -3.093 -5.290 0.826 0.217 0.536
C 0.406 -1.979 -5.689 -0.756 0.806 0.210
H -1.480 -1.587 -4.572 0.141 0.455 -0.207
H -1.532 -2.904 -5.699 0.145 -0.394 0.381
H -1.335 -3.694 -3.386 0.585 -0.285 -0.022
H 0.014 -2.677 -2.991 -0.196 0.132 -0.720
H -0.009 -5.066 -4.845 0.126 -0.126 -0.177
H 1.280 -4.676 -3.713 -0.042 0.169 -0.032
H 0.287 -1.623 -6.714 0.019 -0.061 0.165
H 0.917 -1.237 -5.073 0.142 0.011 -0.147
C 4.174 4.603 5.739 2.260 -0.926 -0.299
C 5.770 4.320 5.539 -1.865 -0.424 -0.135
C 5.884 2.776 5.385 0.137 0.818 0.368
S 4.406 2.195 4.613 0.706 0.287 -1.125
O 3.791 1.185 5.408 -0.831 -0.363 1.095
O 4.707 1.822 3.262 0.153 -0.072 -1.101
C 3.550 3.746 4.628 -1.328 0.479 0.639
H 3.926 5.659 5.610 0.025 -0.237 0.236
H 3.967 4.225 6.742 -0.541 0.236 -0.118
H 6.385 4.581 6.389 -0.052 0.526 0.127
H 6.054 4.883 4.646 0.353 -0.337 0.070
H 5.845 2.275 6.348 0.336 0.114 0.286
H 6.760 2.455 4.826 -0.124 -0.107 -0.074
H 2.467 3.557 4.772 0.542 0.060 -0.071
H 3.679 4.223 3.658 0.150 -0.143 -0.110
C 3.881 0.864 -0.844 1.244 0.045 -0.787
C 5.317 1.221 -1.391 -0.117 0.150 0.810
C 5.800 2.423 -0.578 -0.854 -0.057 0.878
S 4.367 3.497 -0.569 1.371 -0.749 -2.375
O 4.354 4.104 -1.871 -0.403 0.364 -0.705
O 4.343 4.364 0.549 -0.443 0.603 1.789
C 3.165 2.171 -0.595 -1.112 0.772 0.648
H 4.049 0.263 0.045 -0.378 0.095 0.291
H 3.305 0.281 -1.568 0.186 -0.083 0.118
H 5.315 1.537 -2.425 -0.093 -0.274 -0.386
H 6.004 0.391 -1.219 -0.087 -0.101 -0.341
H 6.665 2.965 -0.949 -0.063 0.032 -0.086
H 5.888 2.216 0.489 0.460 -0.403 0.060
H 2.488 2.429 -1.435 0.254 -0.086 0.651
H 2.663 2.260 0.381 -0.138 -0.388 -0.423
C 0.938 5.276 -1.180 1.919 1.852 -0.921
C -0.362 4.730 -0.797 -1.157 -2.227 1.040
C -0.907 5.681 0.239 -1.071 0.712 -0.205
S -0.518 7.310 -0.419 2.216 0.024 0.650
O 0.221 8.098 0.529 -0.020 0.050 0.808
O -1.626 7.919 -1.054 -2.024 0.568 -0.923
C 0.646 6.742 -1.613 -0.583 -1.273 -0.552
H 1.418 4.840 -2.026 0.204 -0.749 -0.698
H 1.694 5.261 -0.392 -0.221 0.008 0.331
H -0.282 3.755 -0.271 0.110 0.274 -0.487
H -1.054 4.529 -1.646 0.408 0.485 0.446
H -0.435 5.626 1.218 0.049 -0.161 -0.048
H -1.987 5.608 0.305 -0.127 0.066 0.341
H 1.477 7.417 -1.741 0.236 0.125 0.238
H 0.084 6.663 -2.546 0.148 0.139 -0.114
C 2.458 -3.547 5.352 0.037 0.760 -0.987
C 2.099 -2.072 5.615 0.637 -0.506 0.527
C 2.159 -1.941 7.153 -0.644 0.206 -1.015
S 3.507 -2.984 7.693 0.734 1.334 1.446
O 3.003 -3.837 8.743 -0.041 -0.232 -0.327
O 4.682 -2.191 7.983 -0.239 -0.225 -0.284
C 3.700 -3.864 6.199 -0.182 -1.045 -1.578
H 2.711 -3.606 4.278 -0.283 -0.433 0.492
H 1.590 -4.155 5.566 0.003 -0.429 0.060
H 1.130 -1.821 5.189 -0.081 -0.096 0.100
H 2.850 -1.431 5.134 -0.124 0.056 0.255
H 1.310 -2.426 7.626 -0.336 0.122 -0.054
H 2.215 -0.898 7.443 0.445 -0.049 0.482
H 3.825 -4.935 6.411 -0.104 0.342 0.107
H 4.555 -3.527 5.607 0.218 0.196 0.652
C -5.938 1.270 0.916 -1.029 -0.414 -0.533
C -6.226 2.647 0.245 -0.458 1.193 0.649
C -7.699 3.020 0.688 1.174 -0.285 0.825
S -8.581 1.494 0.720 -1.149 0.535 -1.817
O -9.464 1.483 -0.432 0.551 -0.397 0.009
O -9.203 1.252 1.975 -0.369 -0.083 1.667
C -7.199 0.422 0.555 0.419 -0.261 -0.535
H -5.867 1.322 2.003 -0.082 0.361 0.034
H -5.048 0.734 0.588 0.052 0.334 -0.284
H -6.173 2.705 -0.852 0.071 -0.581 0.359
H -5.563 3.474 0.600 -0.287 -0.812 -0.135
H -8.274 3.730 0.110 0.202 0.091 -0.382
H -7.722 3.305 1.743 0.234 0.283 -0.069
H -7.197 0.177 -0.520 0.215 -0.207 0.373
H -7.467 -0.440 1.184 0.556 0.171 -0.210
C -3.214 -5.805 3.184 1.100 -0.085 0.076
C -3.275 -5.211 1.760 -0.097 0.792 1.014
C -2.307 -3.975 1.764 -0.457 -0.590 -1.279
S -1.192 -4.206 3.070 1.051 0.898 0.900
O -1.635 -3.338 4.136 -0.153 0.515 0.717
O 0.187 -4.091 2.652 -0.390 -0.351 0.031
C -1.699 -5.805 3.506 -0.293 -1.579 -1.052
H -3.653 -6.802 3.200 0.112 0.018 0.181
H -3.708 -5.168 3.897 -0.427 0.084 0.222
H -4.303 -4.871 1.636 0.094 -0.073 -0.596
H -2.994 -5.992 1.042 -0.133 0.539 0.041
H -2.781 -3.011 1.962 -0.187 -0.184 -0.220
H -1.659 -3.913 0.894 -0.272 0.099 -0.442
H -1.275 -6.120 4.448 -0.270 0.126 0.415
H -1.281 -6.457 2.736 0.431 -0.154 0.055
C 0.781 3.365 -7.456 -0.421 1.278 -0.853
C 1.125 2.436 -6.310 0.317 -1.059 -1.171
C 2.150 3.161 -5.458 -0.907 -0.039 1.465
S 1.925 4.911 -5.804 0.004 -1.349 1.531
O 2.939 5.274 -6.697 2.468 1.082 -2.238
O 1.795 5.674 -4.609 -0.726 0.559 1.022
C 0.504 4.684 -6.733 -2.077 -0.213 -0.159
H -0.137 3.147 -8.031 0.545 -0.418 0.219
H 1.601 3.592 -8.146 -0.039 -0.569 -0.040
H 1.602 1.509 -6.648 -0.357 -0.028 -0.102
H 0.165 2.176 -5.859 0.364 0.072 0.692
H 3.167 2.876 -5.696 0.166 0.157 -0.095
H 1.951 2.998 -4.390 0.231 0.082 -0.209
H 0.235 5.533 -7.367 0.216 -0.070 0.204
H -0.324 4.469 -6.039 0.059 0.465 -0.051
C -4.680 6.645 -0.213 -0.062 0.484 -0.236
C -5.702 7.762 -0.475 -1.028 -0.814 -0.185
C -6.826 7.080 -1.316 0.722 0.274 0.206
S -5.954 5.998 -2.441 0.173 2.109 -1.760
O -6.011 6.642 -3.752 0.423 -0.563 1.433
O -6.371 4.652 -2.313 -0.787 -1.913 0.391
C -4.365 6.156 -1.625 -0.062 -0.513 0.055
H -5.115 5.856 0.413 0.198 0.068 -0.106
H -3.769 7.052 0.236 -0.208 -0.162 0.107
H -5.171 8.542 -1.014 -0.318 0.343 -0.020
H -6.247 8.124 0.394 0.616 0.381 0.299
H -7.465 7.738 -1.908 0.114 -0.115 0.188
H -7.388 6.444 -0.642 -0.331 -0.051 0.011
H -3.892 6.927 -2.208 0.701 0.231 -0.044
H -3.827 5.200 -1.664 -0.171 0.295 -0.246
C 8.513 -0.570 2.769 -1.136 -0.133 -0.957
C 7.164 -0.565 1.945 0.858 -0.181 0.435
C 6.236 -1.532 2.693 -0.322 0.751 -0.402
S 7.258 -2.777 3.399 0.050 -0.430 0.231
O 7.037 -4.047 2.773 0.046 -0.589 -0.775
O 7.126 -2.749 4.823 0.079 0.355 0.860
C 8.814 -2.049 2.907 -0.012 -0.164 0.170
H 8.274 -0.097 3.714 0.460 0.052 0.375
H 9.369 -0.115 2.271 -0.311 0.432 0.046
H 7.416 -0.924 0.944 -0.336 0.027 -0.076
H 6.638 0.384 1.899 0.323 0.265 -0.133
H 5.484 -1.970 2.040 -0.082 -0.124 0.172
H 5.763 -1.008 3.532 -0.047 -0.151 -0.190
H 9.066 -2.497 1.943 0.072 0.075 0.036
H 9.579 -2.276 3.640 0.020 -0.212 0.159
```
Positions in Å, forces in eV/Å.

Output
**Lowest unoccupied orbital energy**: 1.190 eV
**Frontier orbital gap**: 9.35 eV
**HOMO level**: -0.2999 hartree
**Net charge**: -1
**DFT total energy**: -366950.4395 eV
**Multiplicity**: 1

Here are the Löwdin charges for atoms 1 to 4, given in e:
1. O 0.11
2. C -0.37
3. O 0.25
4. B -0.95